Entry 1:
Molecular formula: C5H26O8
Method: DFT, the ωB97M-V functional and the def2-TZVPD basis

Geometry as ORCA input:
```
! wB97M-V def2-TZVPD RIJCOSX def2/J DEFGRID3
* xyz 0 1
O 1.95485 -1.13365 -5.43905
O -1.52131 2.02219 2.12172
H 2.18031 -2.22055 -3.70910
H -1.57450 3.91996 1.24781
C 2.22541 -1.18809 -4.05668
H -2.64802 2.69693 0.59455
O -3.23872 2.26082 -2.28964
H 0.58217 -1.66798 4.35177
C -1.64888 2.85195 0.98957
O 1.14500 0.84064 2.17026
H -3.85133 1.60164 -1.95185
H 0.84786 1.53146 4.54489
H 1.60121 0.20629 5.38605
H -1.00697 -2.39260 -1.63314
H 1.47531 -0.62402 -3.48547
H 3.20221 -0.78221 -3.77350
H -1.21358 0.00592 -2.35114
H 1.29163 0.35878 1.33886
H 0.89258 -1.58040 -0.34766
H 2.63219 1.32743 4.54119
C 0.39832 -1.06875 3.45691
H 2.40802 -0.38888 -5.83753
H -0.60747 2.00458 2.43400
O -2.56528 -1.61021 -2.50177
H 2.15617 -0.73247 -0.59651
H -0.86962 2.67213 0.24433
O 1.25038 -0.67531 -0.26844
O -0.40076 -2.85533 -1.02931
H -2.35525 1.86629 -2.19405
H -0.07670 0.34253 -1.37315
H -3.07851 -1.96348 -3.23791
H 0.22302 -1.68634 2.57495
H 2.40935 -0.58950 2.98780
C 1.67125 0.81898 4.48167
O -0.65516 0.73621 -2.05107
H -3.20684 -1.15267 -1.94405
C 1.49842 -0.03389 3.24237
H -0.56370 -0.57981 3.66174
H -0.96306 -3.13858 -0.29944
*
```

The energy above the lowest of the compared OMol25 structures with the same formula, charge and spin is 181.5 kJ/mol. The value obtained for the strongest force on any atom is 0.87 eV/A. As for the structure (SMILES): CC(C)O.CO.CO.O.O.O.O.O. As for the frontier orbital gap: 0.3416 hartree.

Entry 2:
Molecular formula: C5H27N3O8
Method: DFT, the ωB97M-V functional and the def2-TZVPD basis

Geometry as ORCA input:
```
! wB97M-V def2-TZVPD RIJCOSX def2/J DEFGRID3
* xyz 1 2
H -0.23990 2.01552 -0.33120
H -2.97851 4.31801 0.00225
H -1.63705 5.07805 -0.32258
C 2.64222 0.66479 1.02205
N 1.52968 0.00938 1.37005
H -3.53061 1.65573 0.25845
O -0.15093 1.10612 -0.03953
H 1.16624 -3.19315 1.81178
O 0.68679 3.31769 2.54938
H -1.74957 0.92437 1.73415
O -0.18480 -2.57756 -3.35213
O -1.00461 0.55504 2.30810
O -3.34781 1.82764 -1.40062
H -1.90096 -1.76435 -0.45475
H -0.07470 -2.14545 1.87400
H 4.02381 -2.29780 -2.54051
H -3.01183 2.68027 -1.76631
H 3.05083 -1.04399 -2.93610
H 2.69475 1.72887 0.88430
O 3.27928 -1.68984 -2.21263
C 0.71061 -2.36617 1.17442
N -0.89022 -1.77369 -0.85478
H -1.05887 0.91201 0.09634
H 1.12362 3.89889 3.17394
H -0.93983 -1.82932 -2.01317
C 1.72166 -1.32210 1.07011
O -2.10067 4.14083 -0.43031
H 0.27799 -2.10714 -4.08676
N 3.62298 -0.17502 0.78512
H 0.81662 -3.07004 -0.95116
H 3.57498 -2.43680 0.51571
C 0.09836 -2.84147 -0.23574
O -3.24682 0.80269 0.79824
H -0.45734 -0.83223 -0.68814
H 0.59729 0.43702 1.81478
H -0.25311 3.67544 2.49480
H -4.15272 1.76742 -2.01475
H -1.41479 0.27446 3.10355
H -0.62256 -3.69187 -0.06200
H -4.07072 0.33166 0.36792
H 4.52048 0.03029 0.39775
H -0.22193 -3.50016 -3.62633
C 3.10266 -1.49401 0.71231
*
```

The value obtained for the strongest force on any atom is 4.45 eV/A. As for the frontier orbital gap (alpha / beta): 0.1095 / 0.3633 hartree.

Entry 3:
Molecular formula: C5H28N10O9
Method: DFT, the ωB97M-V functional and the def2-TZVPD basis

Geometry as ORCA input:
```
! wB97M-V def2-TZVPD RIJCOSX def2/J DEFGRID3
* xyz 0 1
H -1.06527 -2.67798 0.61669
H 1.91632 0.18064 -0.90853
H -4.52804 -0.52281 -2.05768
H 0.95738 2.71421 0.81374
H 0.20071 1.09800 -0.56490
H 3.49158 4.04704 2.38137
O 2.17571 4.67871 -0.39416
H 2.44575 -1.31360 -0.10772
C 1.13583 1.91906 -3.34244
O -1.56571 -3.45659 0.37263
H -1.93290 1.15433 -2.62394
N -3.74080 -0.05343 -2.48197
H -3.56801 0.27145 1.31429
N 0.21155 2.16125 -4.25279
C -2.64007 -0.83810 2.66951
H 1.84851 3.11010 2.25017
O 0.25873 -1.55120 1.02688
H 3.98017 -3.69749 -0.40094
H -3.61604 0.86443 -2.88456
C 2.39957 4.15561 0.75041
N 3.20319 4.67442 1.64427
N 1.74117 -0.62216 -0.32120
H -3.99704 -1.77593 1.50268
H 1.60141 -0.89298 3.58641
N 2.30909 1.61239 -3.84548
H -3.57473 -2.49527 3.00606
H 0.42963 1.98020 -5.22220
O 3.22104 -3.30219 0.02766
N -0.11187 0.34341 0.02923
H 2.49268 1.56246 -4.83740
H 0.01595 -4.87514 2.44178
O 0.14061 -3.98426 2.76894
O 1.04816 2.01141 -2.14350
C -2.60410 -0.63329 -2.20613
H 3.76575 5.48750 1.43805
H -2.46915 0.98996 2.37929
H -0.94243 0.36515 0.60350
O 0.86156 -1.47705 3.75292
H 3.00404 1.36633 -3.15512
O -1.91889 -0.88972 3.64842
H -1.77901 -3.87582 1.20629
N 1.70474 3.22864 1.25751
C 0.62038 -0.70067 0.25375
N -1.66692 0.19992 -2.42783
H -0.65547 2.56787 -3.93180
N -3.31977 -1.88311 2.24424
H -0.77802 -0.05963 -2.02459
H 0.59071 -1.77484 2.88448
H 2.85861 -4.00371 0.56871
N -2.73645 0.15619 1.87582
H 1.04579 -3.77011 2.54306
O -2.46563 -1.77362 -1.72389
*
```

The energy above the lowest of the compared OMol25 structures with the same formula, charge and spin is 414.2 kJ/mol. The value obtained for the strongest force on any atom is 8.14 eV/A. As for the structure (SMILES): NC(N)=O.NC(N)=O.NC(N)=O.NC(N)=O.NC(N)=O.O.O.O.O. As for the frontier orbital gap: 0.3262 hartree.

Entry 4:
Molecular formula: C5H28N2O7
Method: DFT, the ωB97M-V functional and the def2-TZVPD basis

Geometry as ORCA input:
```
! wB97M-V def2-TZVPD RIJCOSX def2/J DEFGRID3
* xyz 0 1
H 2.09568 -2.29148 -2.29006
O -0.03331 -0.19425 3.61531
H 0.68316 -2.59439 1.59746
N 0.83169 -2.18014 0.67834
H 2.66552 1.18858 0.34409
N 1.15557 -0.05729 -0.33482
H 2.16904 2.55620 3.09831
H 2.89746 1.47470 -1.87361
H 1.05589 1.94245 0.44688
H -4.19997 -0.69528 1.25772
H 2.42257 -1.14670 -1.24869
C 1.95776 1.89797 -1.52391
H -2.78063 0.25976 1.60162
H -1.23635 2.68763 -2.45279
H 1.33478 -0.20958 1.59254
H 1.77887 -2.43700 0.41250
H -0.37997 -0.42486 4.48130
H -0.16139 -3.77290 -1.85124
H -0.36148 -0.62700 1.19451
C 0.67592 -0.74386 0.89993
H -0.81050 -0.30161 3.03609
C -0.34322 2.89232 -1.86144
H -0.51390 2.65329 -0.81270
H 2.14300 2.94036 -1.20633
O -3.93941 -0.43564 0.36956
H 1.05837 1.53269 2.84666
H -3.56450 -3.19531 -1.76098
H 0.42850 1.09019 -2.77042
C 1.68790 1.28029 -0.12517
H -3.79274 -1.22422 -0.18770
H -2.99520 -3.41574 -0.43470
H -1.66251 1.35043 1.56810
C 0.80408 2.08294 -2.49156
O 2.74904 -1.96958 -1.67252
O -0.74706 -3.52992 -1.13084
H 1.12003 2.61011 -3.38854
O 1.50878 2.29449 2.44915
O -2.13228 0.74067 2.14558
H -0.19144 3.96732 -1.93671
O -3.52297 -2.75576 -0.90310
H -0.21059 -3.10930 -0.42199
H 0.35577 -0.13058 -0.95582
*
```

The energy above the lowest of the compared OMol25 structures with the same formula, charge and spin is 79.1 kJ/mol. The value obtained for the strongest force on any atom is 2.51 eV/A. As for the structure (SMILES): CCCCNCN.O.O.O.O.O.O.O. As for the frontier orbital gap: 0.3562 hartree.

Entry 5:
Molecular formula: C5H28NO10
Method: DFT, the ωB97M-V functional and the def2-TZVPD basis

Geometry as ORCA input:
```
! wB97M-V def2-TZVPD RIJCOSX def2/J DEFGRID3
* xyz -1 1
H 0.81553 1.50110 -1.97852
H -2.97509 1.10632 -0.31303
O 2.84566 0.03035 -0.50724
H -0.72540 1.30055 0.26007
H 3.22338 1.60434 -1.57294
H 0.92045 2.75634 -0.71921
O 0.15996 -1.62420 2.33688
C -0.28420 -2.27425 1.20870
C 2.60179 1.39128 -0.67091
H 1.26315 2.39526 2.54293
H -1.37607 0.52827 3.65521
H -2.72768 -1.48267 -2.87370
N -0.00202 -0.48449 -0.59021
H -0.98804 -3.04156 1.56400
O -2.94819 1.31151 1.35727
H 1.28692 -0.65976 -3.53908
H 2.54019 -0.50042 -2.66534
O 2.27834 -0.60536 -3.54756
O -2.88993 0.86544 -1.28708
C -0.95761 -1.31452 0.18286
H -1.56541 -1.94468 -0.60187
H 0.94138 -0.95809 -0.68186
H 0.65574 0.76006 1.03992
H 2.73597 -0.24724 0.54316
H -1.70396 -0.70462 0.70428
H 1.76640 -0.96994 2.16380
H -0.36475 -0.72265 2.51463
H -3.46776 -0.64969 -1.95378
H 0.31693 1.17652 3.00947
O 1.26703 1.65641 3.13168
O -0.40593 -0.55256 -3.37721
O -1.01548 0.60125 2.76558
H 0.60811 -2.72980 0.79215
H -1.99678 0.61746 -1.36629
H -2.13568 1.04588 1.88420
C 0.20539 0.85764 0.03918
H -0.62534 0.31754 -3.68432
H -0.39540 -0.49345 -2.38576
H 2.29100 0.34030 2.55987
H 2.98339 1.95093 0.18343
C 1.10790 1.67299 -0.89232
O 2.57156 -0.47157 2.10826
O -3.57714 -1.43280 -2.46782
H -3.61359 0.86864 1.74281
*
```

The energy above the lowest of the compared OMol25 structures with the same formula, charge and spin is 5.6 kJ/mol. The value obtained for the strongest force on any atom is 4.99 eV/A. As for the frontier orbital gap: 0.3428 hartree.

Entry 6:
Molecular formula: C5H28O12
Method: DFT, the ωB97M-V functional and the def2-TZVPD basis

Geometry as ORCA input:
```
! wB97M-V def2-TZVPD RIJCOSX def2/J DEFGRID3
* xyz 0 1
O 1.29717 2.15132 0.82623
H -3.48492 0.71036 0.22351
C -3.15263 1.70486 -0.11733
H -3.78195 2.22324 -0.81112
H 3.85734 -2.32650 1.30363
C -2.07277 2.07214 0.54461
O 4.24146 0.13766 2.63338
H -1.08795 2.24874 2.28835
H 3.28940 -1.52544 0.14232
C 0.90705 1.09810 1.28447
H -2.07778 -0.86908 -2.91982
H 1.83716 -1.28319 -2.20472
H 0.91124 -0.13118 -2.34533
O 2.01357 -2.23726 2.65641
C -1.45813 1.37373 1.73653
O 0.28978 3.12480 -1.56403
H 4.14352 -0.42227 3.41721
H -1.77380 -2.54122 1.13240
H 2.01822 -1.29205 2.39154
H -2.88404 0.52906 -2.52299
H 0.63225 2.75174 -0.69093
H -0.58522 -3.06566 -0.73537
O -2.46071 -2.14721 1.68392
O 1.73354 0.40092 2.10423
H -1.92474 -2.67633 -1.31713
H -1.69434 1.11840 -1.80635
C -0.37882 0.36909 1.14629
O -1.93342 0.41472 -2.42621
H 4.15189 -0.48400 1.87256
O 0.79337 1.20867 -3.47636
O 4.11135 -1.65820 0.64109
H -0.72375 -1.47508 -2.53746
H -2.17507 0.83909 2.36539
H 1.19465 -2.66870 2.38629
O -1.62590 -1.71985 -2.84285
H -1.81202 3.14616 0.30306
H 0.52242 1.88867 -2.82278
H -0.60307 0.17105 0.06544
O 0.91918 -1.04462 -1.98068
H 0.07614 1.30135 -4.11513
H -2.89688 -2.87616 2.13332
H -0.24158 -0.64937 1.56939
H 0.70691 3.99078 -1.49030
H 2.62813 0.86015 2.33280
O -1.44628 -2.74144 -0.45749
*
```

The energy above the lowest of the compared OMol25 structures with the same formula, charge and spin is 110.7 kJ/mol. The value obtained for the strongest force on any atom is 3.97 eV/A. As for the structure (SMILES): C=CCCC(=O)O.O.O.O.O.O.O.O.O.O.O. As for the frontier orbital gap: 0.3748 hartree.

Entry 7:
Molecular formula: C5H29N2O7
Method: DFT, the ωB97M-V functional and the def2-TZVPD basis

Geometry as ORCA input:
```
! wB97M-V def2-TZVPD RIJCOSX def2/J DEFGRID3
* xyz 1 1
C -0.30761 -0.90400 -0.35056
C -3.93428 1.48975 0.82989
O -0.98449 3.25358 -2.47135
H -4.21149 2.27051 1.53982
H -1.33333 0.52050 -1.72205
N 0.91835 -0.29352 0.14786
H 1.84939 1.76279 -3.73511
H -2.41198 -3.22870 -1.30908
O 1.30713 1.82932 -2.93846
H -2.89394 2.00907 3.24094
H 1.37988 0.24655 -0.57586
O 2.77430 -2.97714 -0.70957
H 1.13296 2.78038 -2.95628
H -2.14057 3.13508 2.22347
H 0.09890 -1.60297 -1.11013
H 0.96926 -3.81441 1.69434
C -1.48784 -0.05272 -0.77861
H -1.59751 1.96712 -0.22492
H 1.26551 -2.91977 2.91410
C -2.13298 2.05183 2.43130
H -1.43804 -4.34904 -1.63551
H -2.65432 0.02487 1.53920
H -0.68253 -1.53412 0.50908
H -1.79606 3.27489 -3.00772
H -1.55040 3.21848 -1.67235
H -4.73586 0.76467 0.97501
O 1.03118 -2.89394 1.97964
C -2.48778 1.07213 1.31026
H -1.15545 1.88270 2.86128
H -2.39634 -0.64036 -0.88703
H 2.96120 -2.94019 0.23487
H 3.28870 0.97680 1.33387
O -1.51199 -3.53965 -1.11623
O 2.56259 1.01533 1.95829
H 0.74198 0.32278 1.00123
H 3.68850 -0.13640 -0.77105
H 1.59725 -1.02764 0.43535
N -1.53027 1.04896 0.20822
H 4.53924 -0.99293 0.08083
H 2.81829 1.73284 2.55489
H -3.88867 2.04384 -0.11729
H 2.24727 -3.75776 -0.90732
O 3.88929 -0.28354 0.17035
*
```

The energy above the lowest of the compared OMol25 structures with the same formula, charge and spin is 271.4 kJ/mol. The value obtained for the strongest force on any atom is 3.34 eV/A. As for the frontier orbital gap: 0.3441 hartree.

Entry 8:
Molecular formula: C5H29NO10
Method: DFT, the ωB97M-V functional and the def2-TZVPD basis

Geometry as ORCA input:
```
! wB97M-V def2-TZVPD RIJCOSX def2/J DEFGRID3
* xyz 0 1
H -1.07065 3.04277 3.65432
O -2.24248 -0.56483 -2.85469
H -0.59452 -0.55974 3.41577
H -1.78579 -2.88678 1.75421
N -0.88306 0.62700 1.04846
C -0.80787 1.06561 -0.33022
O 2.82349 -1.17033 -2.88171
H 0.21968 0.86907 -0.83178
O -1.30374 3.31898 0.59033
H -3.19653 -0.62377 -3.00831
H 3.30980 -0.43367 -3.23616
H -1.68602 -2.74961 3.56789
H -0.87154 -2.84459 -1.83506
H 1.06962 3.03855 0.45463
H -1.12984 1.84729 2.88117
H 0.52752 -1.88607 2.70754
H -1.86288 0.54883 1.41635
H 0.38921 0.04030 -4.29472
H 2.37225 1.32424 3.67558
O -0.77064 2.13830 3.72796
C -0.42088 -1.29619 2.59117
O -0.21867 -0.60187 -4.67747
O 1.88151 1.97062 3.17306
O 0.57850 -2.57054 -2.89934
H -2.08727 -1.49327 -2.67595
H -2.50801 -1.58078 2.51040
O -1.57039 -2.94750 -1.19498
H 2.04767 2.82855 1.58086
O 1.97219 2.96326 0.63606
H -0.13125 -1.30013 0.44771
H 1.11371 -3.21266 -3.35213
H 2.47270 -0.98464 -1.98279
C -1.07672 2.56123 -0.31991
H 0.93840 2.03706 3.38152
H -1.42770 0.55446 -1.09809
H 0.98828 -0.13334 1.37323
H -1.04064 3.04164 -1.31890
H -1.09434 -0.27636 -4.31813
H 3.80066 1.13913 -0.73764
H 2.51551 1.63270 -0.17515
O 2.83990 0.91569 -0.77509
C -0.03228 -0.56063 1.29680
C -1.64348 -2.23500 2.58554
H 0.71084 -1.71547 -3.33649
H -1.11425 -2.87751 -0.33581
*
```

The energy above the lowest of the compared OMol25 structures with the same formula, charge and spin is 318.5 kJ/mol. The value obtained for the strongest force on any atom is 2.22 eV/A. As for the structure (SMILES): CCCNCC=O.O.O.O.O.O.O.O.O.O. As for the frontier orbital gap: 0.3604 hartree.

Number 1: E_tot -807.98734 hartree. Number 2: E_tot -972.50925 hartree. Number 3: E_tot -1432.10514 hartree. Number 4: E_tot -843.46627 hartree. Number 5: E_tot -1014.53873 hartree. Number 6: E_tot -1110.13938 hartree. Number 7: E_tot -843.83575 hartree. Number 8: E_tot -1015.02869 hartree.